4 unconnected molecules or ions with the total composition H8O4 at a distorted geometry. Source: the Open Molecules 2025 dataset; level of theory: the ωB97M-V functional and the def2-TZVPD basis.

Element x y z (Å)
O (2.1143, -0.0617, -2.1912)
H (1.6058, 0.2580, -2.8671)
H (1.5027, -0.1795, -1.5383)
O (-1.8507, 2.3324, 0.2340)
H (-1.1343, 2.8733, 0.5345)
H (-2.0603, 2.4097, -0.6672)
O (0.1896, -2.4902, 1.7637)
H (0.7856, -1.8923, 2.2756)
H (-0.3563, -2.9136, 2.4090)
O (0.0257, -0.2124, -0.2297)
H (-0.4979, 0.6573, -0.1430)
H (-0.3244, -0.7811, 0.4197)

The calculation puts the HOMO-LUMO gap at 11.32 eV. Its HOMO energy is -0.396 hartree. Its LUMO energy is 0.54 eV. Its structure (SMILES) is O.O.O.O. As for the total charge: 0.

How positive or negative is each atom? The natural (NBO) charges in e answer that: number 1, O, carries -0.936; number 2, H, carries 0.449; number 3, H, carries 0.480; number 4, O, carries -0.956; number 5, H, carries 0.485; number 6, H, carries 0.482; number 7, O, carries -0.947; number 8, H, carries 0.478; number 9, H, carries 0.473; number 10, O, carries -0.986; number 11, H, carries 0.488; number 12, H, carries 0.491

---

4 unconnected molecules or ions with the total composition H8O4 at a distorted geometry. Source: the Open Molecules 2025 dataset; level of theory: the ωB97M-V functional and the def2-TZVPD basis.

Element x y z (Å)
O (-0.6346, -0.5156, 0.4615)
H (0.0799, -0.3487, 0.0256)
H (-0.8973, 0.2632, 0.8930)
O (0.2975, 2.1871, 0.9417)
H (-0.1357, 2.4635, 0.1632)
H (0.8188, 1.4674, 0.4719)
O (2.0925, 0.4076, -0.5743)
H (2.0016, 1.1883, -1.0781)
H (3.0094, 0.3455, -0.3035)
O (-2.4580, -2.5271, -0.1128)
H (-2.2820, -2.9666, -0.9828)
H (-1.8920, -1.9646, 0.0944)

The calculation puts the HOMO-LUMO gap at 10.90 eV. Its HOMO energy is -0.395 hartree. Its LUMO energy is 0.14 eV. Its structure (SMILES) is O.O.O.O. As for the total charge: 0.

How positive or negative is each atom? The natural (NBO) charges in e answer that: number 1, O, carries -0.939; number 2, H, carries 0.458; number 3, H, carries 0.483; number 4, O, carries -0.937; number 5, H, carries 0.454; number 6, H, carries 0.468; number 7, O, carries -0.952; number 8, H, carries 0.476; number 9, H, carries 0.495; number 10, O, carries -0.932; number 11, H, carries 0.464; number 12, H, carries 0.461

---

A molecular structure, H8O4 at a distorted geometry. Source: the Open Molecules 2025 dataset; level of theory: the ωB97M-V functional and the def2-TZVPD basis.

Element x y z (Å)
O (1.0095, 0.5123, -0.8680)
H (1.0976, 0.1482, -1.7488)
H (0.4331, 1.2687, -0.9775)
O (-0.3927, -0.6123, 0.2931)
H (0.3150, -1.2552, 0.3398)
H (0.0245, 0.1796, -0.0460)
O (-2.0829, -1.2596, -0.5154)
H (-1.3022, -0.7841, -0.2314)
H (-2.4861, -1.5660, 0.2969)
O (1.5003, 1.0138, 1.1984)
H (1.0891, 1.3780, 0.4145)
H (0.7948, 0.9765, 1.8442)

The calculation puts the HOMO-LUMO gap at 8.94 eV. Its HOMO energy is -0.330 hartree. Its LUMO energy is -0.05 eV. As for the total charge: 0.

How positive or negative is each atom? The natural (NBO) charges in e answer that: number 1, O, carries -0.888; number 2, H, carries 0.515; number 3, H, carries 0.473; number 4, O, carries -0.858; number 5, H, carries 0.490; number 6, H, carries 0.459; number 7, O, carries -1.038; number 8, H, carries 0.420; number 9, H, carries 0.436; number 10, O, carries -0.912; number 11, H, carries 0.437; number 12, H, carries 0.467

---

4 unconnected molecules or ions with the total composition H8O4 at a distorted geometry. Source: the Open Molecules 2025 dataset; level of theory: the ωB97M-V functional and the def2-TZVPD basis.

Element x y z (Å)
O (2.3433, 3.0949, 0.9835)
H (2.9182, 3.7274, 1.4522)
H (2.2539, 2.3928, 1.5609)
H (2.6543, 1.4929, -1.3015)
O (2.0402, 0.7928, -1.3317)
H (1.3014, 1.3976, -1.5308)
O (-6.9873, -2.7170, 0.3767)
H (-7.7850, -2.9274, 0.0455)
H (-7.0843, -2.6233, 1.3421)
O (2.8272, -1.9231, -0.4189)
H (2.1104, -1.2895, -0.1863)
H (3.4076, -1.4182, -0.9917)

The calculation puts the HOMO-LUMO gap at 11.45 eV. Its HOMO energy is -0.399 hartree. Its LUMO energy is 0.60 eV. Its structure (SMILES) is O.O.O.O. As for the total charge: 0.

How positive or negative is each atom? The natural (NBO) charges in e answer that: number 1, O, carries -0.940; number 2, H, carries 0.471; number 3, H, carries 0.468; number 4, H, carries 0.470; number 5, O, carries -0.940; number 6, H, carries 0.471; number 7, O, carries -0.929; number 8, H, carries 0.459; number 9, H, carries 0.469; number 10, O, carries -0.950; number 11, H, carries 0.481; number 12, H, carries 0.469